Below is a 5-piece molecular cluster, C25H55N4O6 overall, with properties calculated with ωB97M-V/def2-TZVPD.

Values from the calculation:
LUMO energy: -2.97 eV
Charge: +1
Electronic energy: -45046.12840 eV
Energy relative to the best compared isomer or geometry (same formula, charge and spin): 198.8 kcal/mol

Cartesian coordinates (Å):
N 1.7010 -0.4546 -1.0757
O 2.1725 -1.5209 -1.4168
O 2.3957 0.5406 -1.3457
O 0.6513 -0.4428 -0.4304
C -6.1598 -5.4771 -1.5162
C -4.8349 -5.1795 -0.8377
C -4.1707 -3.8350 -1.1422
N -2.8603 -3.4843 -0.4319
C -2.9957 -2.9814 1.0519
C -2.1443 -2.3868 -1.2610
C -1.2624 -3.1178 -2.1800
C -1.2345 -4.5748 -1.9633
C -1.7602 -4.6234 -0.4701
H -6.0423 -5.4413 -2.5992
H -6.8595 -4.7179 -1.1668
H -6.4835 -6.4954 -1.3008
H -4.0362 -5.8955 -1.0313
H -5.0877 -5.3763 0.2041
H -4.7558 -2.9467 -0.9038
H -3.9506 -3.8920 -2.2082
H -2.0452 -2.6273 1.4508
H -3.5414 -3.8236 1.4774
H -3.6335 -2.0991 1.1047
H -1.5583 -1.7551 -0.5934
H -2.9744 -1.9249 -1.7956
H -0.2461 -2.7402 -2.0678
H -1.5919 -2.9090 -3.1978
H -0.2779 -5.0972 -1.9536
H -1.9384 -5.1913 -2.5224
H -0.9045 -4.2421 0.0872
H -2.0700 -5.6033 -0.1068
C -3.8615 5.5977 2.1065
C -2.5759 4.9084 1.6096
C -2.8817 3.5894 0.8179
N -1.6388 2.7988 0.2482
C -0.8950 2.2273 1.5358
C -1.9761 1.6258 -0.6593
C -1.0947 1.8398 -1.9620
C -0.1174 2.9109 -1.7737
C -0.7935 3.7593 -0.6486
H -4.5067 5.0297 2.7767
H -4.4281 6.1720 1.3736
H -3.5698 6.4592 2.7074
H -2.0956 4.5422 2.5169
H -1.9482 5.6165 1.0686
H -3.4791 3.9802 -0.0058
H -3.6969 3.0469 1.2966
H -1.5837 1.5111 1.9841
H -0.5657 3.0014 2.2289
H -0.0469 1.7882 1.0105
H -1.8816 0.6203 -0.2494
H -3.0060 1.9271 -0.8511
H -0.6664 0.8838 -2.2629
H -1.7142 2.0210 -2.8404
H 0.8602 2.6031 -1.4028
H 0.0878 3.4978 -2.6690
H -0.2122 4.2372 0.1400
H -1.4964 4.4392 -1.1301
C 5.5143 2.5266 -0.6806
C 5.2642 1.9287 0.7192
C 5.0593 0.3530 0.7323
N 4.2286 -0.2673 1.9553
C 5.0895 -0.4134 3.2176
C 3.6756 -1.7630 1.6604
C 2.2219 -1.9502 2.2240
C 1.8904 -0.6553 2.8053
C 2.8817 0.4451 2.3253
H 4.6963 2.3309 -1.3739
H 6.4136 2.1118 -1.1360
H 5.6928 3.6009 -0.7258
H 4.3853 2.4302 1.1243
H 6.0179 2.1883 1.4627
H 5.8413 -0.3774 0.5248
H 4.2965 0.1463 -0.0184
H 6.0302 -0.8028 2.8283
H 4.5680 -1.0475 3.9345
H 5.4061 0.5337 3.6543
H 4.3763 -2.5576 1.9166
H 3.5307 -1.9243 0.5922
H 2.1650 -2.6330 3.0717
H 1.4733 -2.1819 1.4664
H 1.8727 -0.7506 3.8910
H 0.8526 -0.4007 2.5906
H 3.1906 1.3376 2.8694
H 2.4735 0.7393 1.3584
O 3.0100 3.6738 -3.3364
C 4.0501 3.4989 -4.2017
O 4.4090 2.3435 -4.2910
O 4.5202 4.4533 -4.9016
H 3.1856 2.7647 -3.0828

Cartesian forces (eV/Å) of the 2 atoms listed first:
2.876 0.097 -0.849
0.046 -2.682 -0.444